Entry 1:
Computed, not measured: a structure of composition C30H48AsBN7O7PS2Ta, with the ωB97M-V functional and the def2-TZVPD basis.

Output
- relative energy (zero: lowest compared OMol25 entry of this formula, charge and spin) (kcal per mole) = 0.0
- HOMO energy (eV) = -11.2
- total charge = +1
- electronic energy (Ha) = -5537.35603

Structure (XYZ):
```
98
Properties=species:S:1:pos:R:3:forces:R:3
Ta 0.121 -0.536 1.325 0.412 0.169 -0.393
C 2.011 2.649 -5.393 0.006 0.028 -0.001
C 0.697 1.995 -4.960 0.037 0.009 0.027
C -0.304 1.986 -6.116 0.000 -0.011 0.008
C 0.943 0.610 -4.434 0.051 0.082 0.012
C 1.236 -0.543 -5.191 0.012 -0.019 0.007
C 1.418 -1.525 -4.254 -0.208 -0.030 -0.025
N 1.206 -0.988 -3.028 0.316 -0.022 0.075
N 0.951 0.341 -3.133 -0.465 -0.027 0.032
B 1.354 -1.790 -1.748 0.131 -0.148 0.002
N -0.007 -2.159 -1.044 -0.003 0.223 0.109
C -0.772 -3.086 -1.655 -0.064 0.031 -0.006
C -1.186 -4.025 -0.744 0.049 -0.014 -0.019
C -0.623 -3.633 0.479 -0.037 0.010 -0.063
N 0.066 -2.499 0.292 0.018 -0.173 0.264
C -0.668 -4.337 1.801 0.003 -0.027 -0.007
C -1.708 -5.452 1.800 -0.007 0.002 0.001
C 0.730 -4.875 2.131 0.011 -0.007 -0.014
N 2.343 -1.139 -0.718 -0.001 0.031 0.008
C 3.630 -1.100 -1.053 -0.010 0.041 0.014
C 4.368 -0.708 0.038 -0.027 0.021 -0.021
C 3.451 -0.516 1.066 0.121 0.063 -0.016
N 2.204 -0.782 0.599 -0.008 -0.173 0.134
C 3.929 -0.105 2.440 -0.055 -0.024 -0.013
C 3.639 -1.139 3.527 -0.063 -0.022 0.015
C 3.600 1.340 2.823 -0.006 0.035 -0.014
H 1.847 3.684 -5.700 0.010 -0.008 0.000
H 2.437 2.112 -6.242 0.002 -0.003 0.004
H 2.752 2.636 -4.591 -0.032 0.012 0.028
H 0.266 2.580 -4.141 0.003 0.000 0.051
H 0.091 1.420 -6.962 -0.004 0.001 0.001
H -0.501 3.001 -6.462 0.005 -0.001 0.006
H -1.251 1.531 -5.824 -0.005 -0.005 0.004
H 1.307 -0.639 -6.261 0.020 0.010 0.011
H 1.664 -2.568 -4.360 0.004 0.008 0.001
H 1.866 -2.827 -2.082 -0.009 -0.051 0.069
H -0.903 -3.047 -2.725 -0.020 0.015 0.005
H -1.802 -4.886 -0.930 0.001 0.006 0.004
H -0.935 -3.608 2.563 0.019 -0.006 -0.005
H -1.460 -6.226 1.071 -0.002 0.002 0.005
H -2.705 -5.070 1.573 0.005 -0.001 -0.004
H -1.743 -5.925 2.781 -0.001 0.002 -0.002
H 1.049 -5.607 1.386 0.002 0.003 0.005
H 0.718 -5.363 3.106 -0.002 -0.001 -0.003
H 1.464 -4.069 2.160 -0.007 -0.002 0.000
H 3.932 -1.378 -2.050 -0.001 0.002 0.002
H 5.435 -0.590 0.106 -0.003 0.001 -0.001
H 5.015 -0.125 2.317 0.012 -0.002 -0.002
H 2.578 -1.307 3.704 0.283 -0.022 -0.059
H 4.095 -0.822 4.465 -0.007 0.002 0.010
H 4.069 -2.104 3.252 -0.012 -0.001 0.007
H 2.534 1.516 2.947 0.098 -0.005 0.001
H 3.973 2.024 2.057 0.012 0.007 0.007
H 4.105 1.586 3.758 0.001 0.010 -0.001
O -2.472 1.830 5.473 0.022 0.099 0.031
As -2.052 1.326 3.839 0.023 -0.062 0.173
O -1.090 -0.153 4.451 0.107 -0.013 0.016
O 0.416 1.049 0.157 -0.049 -0.259 -0.529
C -3.761 0.462 3.363 0.029 -0.112 -0.243
C -4.855 0.824 4.137 0.023 0.057 -0.033
C -6.157 0.522 3.746 -0.016 -0.026 -0.029
C -6.390 -0.131 2.552 -0.053 0.013 0.039
C -5.317 -0.511 1.757 0.009 0.007 -0.015
C -4.022 -0.213 2.153 -0.084 -0.015 0.086
S -2.769 -0.967 1.163 0.020 0.193 0.136
O -1.823 0.060 0.555 -0.074 0.303 0.202
O -3.401 -1.790 0.191 0.051 -0.004 -0.039
O -1.826 -1.589 2.117 0.136 0.119 -0.009
H -2.628 1.097 6.084 0.020 -0.026 -0.050
H -4.697 1.378 5.051 -0.018 0.004 -0.002
H -6.985 0.811 4.379 0.003 -0.005 0.003
H -7.398 -0.364 2.238 0.001 0.008 0.003
H -5.478 -1.060 0.841 -0.001 0.008 0.016
C -0.634 4.959 0.494 -0.026 0.001 0.022
C -0.294 3.521 0.881 0.031 -0.085 0.051
P 0.034 2.397 -0.494 0.014 0.178 0.375
C -1.553 2.386 -1.363 -0.015 0.103 -0.001
C -2.040 1.261 -2.272 0.181 -0.074 -0.011
C 1.477 3.118 -1.316 -0.064 0.092 -0.110
C 2.755 2.283 -1.277 -0.002 -0.046 0.075
H -0.844 5.539 1.391 0.012 0.011 -0.003
H -1.518 5.013 -0.143 -0.007 -0.005 0.011
H 0.187 5.451 -0.026 0.000 0.002 -0.011
H -1.107 3.070 1.455 -0.002 -0.026 0.032
H 0.593 3.471 1.520 0.001 0.039 -0.003
H -1.592 3.355 -1.874 0.012 -0.002 -0.033
H -2.243 2.472 -0.518 0.005 0.018 -0.010
H -1.635 1.334 -3.274 0.107 0.021 -0.070
H -3.127 1.330 -2.333 0.027 -0.032 -0.028
H -1.780 0.284 -1.873 -0.003 0.013 -0.025
H 1.656 4.039 -0.755 -0.072 0.042 -0.080
H 1.203 3.416 -2.328 0.042 -0.107 -0.082
H 2.986 1.979 -0.256 0.015 -0.007 -0.005
H 3.584 2.891 -1.640 -0.004 -0.015 -0.010
H 2.667 1.394 -1.891 -0.045 0.008 -0.024
O 0.396 -1.682 3.104 0.157 -0.244 0.113
S 0.424 -0.409 3.995 -0.084 0.033 -0.124
N 0.585 0.637 2.782 -1.010 -0.227 -0.067
```
Positions in Å, forces in eV/Å.

Entry 2:
Computed, not measured: a cluster of 4 separate species, C46H95BrI3N4O8 in total, with the ωB97M-V functional and the def2-TZVPD basis.

Output
- relative energy (zero: lowest compared OMol25 entry of this formula, charge and spin) (kcal per mole) = 137.4
- HOMO energy (eV) = -9.8
- total charge = +1
- electronic energy (Ha) = -6097.11527

Structure (XYZ):
```
157
Properties=species:S:1:pos:R:3:forces:R:3
C -1.379 1.346 -5.279 -0.429 -0.212 -0.054
C -2.429 2.143 -4.325 1.334 0.648 -0.931
C -1.567 2.955 -3.231 -0.711 0.584 -0.647
C -2.350 3.323 -1.888 0.525 -0.025 -0.087
C -2.470 2.138 -0.818 -0.019 0.778 0.561
C -1.053 1.533 -0.343 -0.408 0.075 -0.075
C -1.173 -0.001 0.182 0.654 0.479 -0.142
C -0.847 -1.024 -0.999 0.796 2.569 -1.556
C -1.575 -0.658 -2.404 1.114 0.794 0.469
N -1.020 -2.491 -0.637 -1.809 0.387 0.324
C -2.342 -3.006 -1.134 -0.926 -3.377 -2.815
I -4.267 -2.166 -0.473 1.752 -0.340 -0.106
C -2.469 -4.095 -2.037 -0.765 2.015 1.591
C -3.896 -4.668 -2.531 1.494 -0.558 -0.633
I -0.745 -5.161 -2.833 -1.119 0.827 0.550
C -0.972 -2.781 0.828 1.576 -0.908 2.771
C 0.007 -1.852 1.695 0.805 0.143 0.934
C 1.524 -2.407 1.775 -0.685 -1.016 0.114
C 2.164 -2.807 0.367 1.124 -0.366 0.593
C 1.939 -4.346 -0.063 1.062 0.344 -1.161
C 3.339 -5.166 -0.209 -0.493 -0.474 -0.150
C 3.490 -6.334 0.892 0.835 -0.372 -1.870
C 2.951 -7.720 0.239 -0.721 -0.212 1.344
C 2.279 -8.590 1.444 0.202 1.032 -1.283
C 0.715 -8.170 1.436 1.918 -1.022 -0.771
O 0.071 -8.878 2.547 -0.317 2.840 0.672
C 0.047 -7.897 3.606 1.297 0.212 1.178
C -1.396 -7.233 3.869 0.707 -0.997 -0.736
O 1.078 -7.600 4.227 -3.467 -0.867 -1.975
C -0.112 -0.277 1.390 -2.046 -0.099 0.381
Br 1.626 0.580 0.843 -0.589 -0.565 0.173
C -0.534 0.506 2.751 2.335 0.725 -0.588
I -2.530 0.019 3.460 0.457 -0.110 -0.466
C 0.530 0.303 3.946 -1.297 0.615 1.203
C -0.013 1.210 5.190 -0.196 -0.013 -0.726
H -0.992 2.038 -6.112 -0.727 -1.131 1.204
H -0.456 0.988 -4.717 -1.148 0.485 -0.535
H -1.864 0.399 -5.722 0.714 1.570 0.402
H -3.232 1.463 -3.896 1.083 0.822 -0.408
H -2.900 2.929 -5.022 0.295 -1.284 1.268
H -1.290 3.959 -3.726 -0.286 -1.569 0.687
H -0.585 2.401 -3.088 -1.205 0.739 0.248
H -1.800 4.211 -1.410 -0.763 -1.312 -0.502
H -3.394 3.711 -2.159 1.419 -0.637 0.375
H -2.924 2.617 0.129 0.485 -0.850 -1.403
H -3.222 1.355 -1.155 1.081 0.827 0.274
H -0.695 2.238 0.494 -0.425 -1.355 -1.179
H -0.246 1.584 -1.146 -1.191 -0.027 0.978
H -2.255 -0.137 0.499 1.434 -0.045 0.064
H 0.274 -0.883 -1.237 -1.596 -0.434 0.580
H -2.656 -0.347 -2.278 1.315 -0.791 -0.266
H -1.394 -1.456 -3.194 -0.468 0.897 1.088
H -1.018 0.278 -2.775 -0.937 -1.466 0.580
H -0.204 -2.970 -1.058 -0.749 -0.270 -0.146
H -3.713 -5.343 -3.446 -0.169 1.042 1.460
H -4.298 -5.342 -1.711 0.221 1.079 -0.943
H -4.605 -3.856 -2.881 0.883 -0.927 0.819
H -1.974 -2.789 1.359 0.928 0.356 -1.329
H -0.557 -3.851 0.931 -0.778 1.576 -0.282
H -0.379 -1.974 2.777 0.374 0.150 -1.767
H 2.199 -1.744 2.427 -1.187 -0.731 -1.275
H 1.438 -3.392 2.374 0.168 1.385 -0.859
H 3.304 -2.687 0.488 -1.750 -0.004 -0.271
H 1.883 -2.124 -0.502 0.237 -0.675 1.295
H 1.263 -4.935 0.636 0.659 0.827 -0.912
H 1.522 -4.308 -1.138 0.251 -0.318 1.805
H 4.240 -4.465 -0.251 -1.328 -0.813 0.275
H 3.320 -5.705 -1.227 0.115 0.877 1.474
H 2.978 -6.095 1.880 0.683 -0.280 -1.286
H 4.620 -6.503 1.032 -1.755 0.360 0.273
H 2.112 -7.548 -0.516 1.145 0.066 0.768
H 3.772 -8.294 -0.302 -0.974 0.890 0.817
H 2.807 -8.254 2.401 -1.050 -0.842 -1.166
H 2.414 -9.714 1.255 -0.461 1.686 0.482
H 0.595 -7.034 1.495 0.153 -1.445 0.144
H 0.278 -8.493 0.421 0.352 0.233 1.741
H -1.523 -7.138 4.993 0.054 0.125 -1.573
H -1.419 -6.238 3.311 0.127 -1.155 1.034
H -2.202 -7.888 3.381 1.227 0.879 0.956
H -0.532 1.636 2.533 -0.254 -1.787 0.238
H 1.566 0.703 3.715 -1.366 -0.773 -0.226
H 0.552 -0.792 4.284 0.211 1.548 -0.593
H -0.652 2.056 4.739 0.950 -1.164 0.850
H 0.843 1.704 5.750 -1.103 -0.872 -0.559
H -0.687 0.587 5.868 1.103 1.032 -0.792
C 0.054 9.804 -4.785 -0.290 -0.004 0.117
O -1.263 9.943 -5.295 0.453 0.016 -0.125
C -1.296 10.219 -6.696 -0.617 -0.113 -0.106
C -1.879 9.031 -7.461 0.456 0.040 0.276
N -0.956 7.895 -7.455 -0.250 0.051 -0.050
C -1.548 6.653 -7.951 0.155 -0.017 0.288
C -2.704 6.047 -7.138 0.146 -0.331 -0.416
O -2.318 5.572 -5.853 -0.243 0.233 -0.061
C -2.319 6.561 -4.834 0.129 -0.302 0.120
H -0.011 9.736 -3.697 -0.085 0.012 -0.078
H 0.524 8.890 -5.158 0.208 0.055 -0.041
H 0.668 10.673 -5.041 0.073 -0.066 -0.032
H -0.313 10.503 -7.086 0.013 -0.174 0.107
H -1.964 11.076 -6.830 0.039 -0.026 -0.031
H -2.076 9.330 -8.495 0.016 -0.050 0.036
H -2.833 8.769 -6.990 -0.159 0.195 -0.032
H -0.631 7.739 -6.508 -0.005 0.056 -0.118
H -0.741 5.914 -7.984 -0.101 -0.054 -0.022
H -1.877 6.802 -8.985 -0.063 0.048 0.085
H -3.054 5.165 -7.685 0.049 0.030 0.057
H -3.568 6.716 -7.067 0.096 0.113 0.147
H -3.085 7.325 -4.993 0.117 0.004 -0.068
H -1.332 7.018 -4.754 -0.074 0.249 0.080
H -2.525 6.063 -3.883 -0.040 -0.030 -0.074
C 2.829 12.964 -2.477 0.202 0.002 -0.252
O 4.225 12.965 -2.729 -0.324 0.024 0.361
C 5.011 13.060 -1.539 0.563 -0.166 -0.252
C 5.766 11.755 -1.292 -0.525 0.099 -0.003
N 4.854 10.681 -0.900 0.225 0.041 -0.049
C 5.472 9.355 -0.890 -0.261 0.024 -0.173
C 5.963 8.794 -2.233 -0.001 -0.368 0.340
O 4.918 8.506 -3.154 0.279 0.292 -0.002
C 4.502 9.613 -3.941 -0.181 -0.328 -0.069
H 2.313 13.030 -3.436 0.117 0.003 0.023
H 2.520 12.038 -1.983 -0.138 0.051 0.146
H 2.540 13.826 -1.868 -0.053 -0.067 0.049
H 4.411 13.347 -0.669 -0.087 -0.156 -0.096
H 5.743 13.856 -1.711 -0.019 -0.026 0.043
H 6.503 11.910 -0.497 -0.036 -0.043 -0.024
H 6.302 11.502 -2.214 0.169 0.178 -0.038
H 4.070 10.663 -1.542 0.087 0.033 0.083
H 4.721 8.664 -0.494 0.089 -0.062 -0.044
H 6.303 9.355 -0.176 0.016 0.062 -0.094
H 6.443 7.832 -2.024 -0.066 0.041 -0.021
H 6.734 9.418 -2.697 -0.133 0.140 -0.054
H 5.322 10.307 -4.150 -0.069 0.016 0.120
H 3.675 10.132 -3.453 0.048 0.263 -0.070
H 4.128 9.229 -4.893 0.072 -0.057 0.067
C -3.492 -11.961 10.373 -0.204 0.014 -0.199
O -3.861 -10.906 9.498 0.303 -0.039 0.342
C -3.097 -9.716 9.699 -0.186 0.263 -0.533
C -2.190 -9.455 8.496 0.039 -0.438 0.353
N -1.107 -10.435 8.428 -0.138 0.221 -0.141
C -0.354 -10.394 7.174 -0.105 -0.268 0.083
C -1.107 -10.757 5.885 0.530 -0.068 -0.094
O -1.511 -12.118 5.817 -0.235 0.430 0.020
C -2.754 -12.400 6.442 0.166 -0.308 -0.149
H -4.212 -12.771 10.247 0.011 0.114 -0.055
H -2.498 -12.344 10.128 0.085 -0.031 0.178
H -3.520 -11.633 11.416 0.084 -0.040 0.000
H -2.527 -9.744 10.633 0.039 -0.164 -0.112
H -3.815 -8.893 9.775 0.047 0.003 0.018
H -1.763 -8.450 8.580 0.025 -0.045 -0.012
H -2.814 -9.491 7.596 -0.178 0.181 0.003
H -1.495 -11.364 8.538 0.042 0.115 0.030
H 0.475 -11.100 7.285 -0.013 0.044 -0.124
H 0.095 -9.401 7.060 -0.089 0.003 -0.013
H -0.408 -10.615 5.053 -0.007 -0.061 0.046
H -1.951 -10.086 5.684 -0.157 -0.071 0.149
H -3.450 -11.558 6.385 0.088 0.011 0.097
H -2.597 -12.695 7.481 -0.214 0.098 0.105
H -3.205 -13.252 5.927 0.086 0.070 -0.034
```
Positions in Å, forces in eV/Å.

Entry 3:
Computed, not measured: the molecule C2H3N3OS, with the ωB97M-V functional and the def2-TZVPD basis.

Output
- relative energy (zero: lowest compared OMol25 entry of this formula, charge and spin) (kcal per mole) = 55.2
- HOMO energy (eV) = -8.4
- electronic energy (Ha) = -715.60827

Structure (XYZ):
```
10
Properties=species:S:1:pos:R:3:forces:R:3
C -1.310 1.112 0.001 0.013 0.450 0.123
C 0.706 -0.276 -0.005 -0.348 1.706 0.119
N -0.291 -1.051 -0.009 -2.713 0.417 -0.020
N -1.624 -0.144 0.002 3.035 -1.278 -0.162
N 1.991 -0.658 0.060 0.579 -0.408 0.049
O -2.699 -0.701 -0.010 -0.545 -0.319 0.070
S 0.372 1.487 0.001 0.082 -0.576 -0.003
H -2.068 1.870 0.057 -0.151 0.031 -0.089
H 2.192 -1.640 0.001 0.059 0.012 -0.044
H 2.732 0.000 -0.097 -0.012 -0.036 -0.044
```
Positions in Å, forces in eV/Å.

Entry 4:
Computed, not measured: a structure of composition C8H15NO, with the ωB97M-V functional and the def2-TZVPD basis.

Output
- relative energy (zero: lowest compared OMol25 entry of this formula, charge and spin) (kcal per mole) = 132.1
- HOMO energy (eV) = -7.1
- electronic energy (Ha) = -443.63071

Structure (XYZ):
```
25
Properties=species:S:1:pos:R:3:forces:R:3
C 0.454 -0.620 0.927 -1.289 -0.648 -2.490
C 0.851 -1.392 -0.670 0.119 -3.050 0.947
C -0.229 -1.804 0.321 0.391 0.205 -0.107
C -0.329 2.692 0.332 0.104 0.015 -0.950
C -1.853 1.024 -0.581 0.519 -0.240 0.004
C 0.958 -0.570 2.319 1.426 -0.713 -0.041
C 0.561 -1.500 -2.146 -0.083 1.017 -0.434
N -0.561 1.286 0.026 -0.711 0.980 -0.520
C 0.631 0.467 -0.101 1.046 1.861 4.000
O 1.755 1.017 -0.248 -1.907 -0.629 -0.040
H 1.826 -1.838 -0.484 -0.045 0.047 0.222
H -0.136 -2.757 0.843 0.352 0.227 0.135
H -1.247 -1.744 -0.059 0.071 0.315 -0.073
H 0.607 2.829 0.873 -0.032 -0.074 -0.217
H -1.140 3.090 0.948 -0.088 -0.275 -0.031
H -0.314 3.264 -0.602 0.245 0.465 0.132
H -2.594 1.729 -0.196 0.208 0.069 -0.081
H -1.791 1.118 -1.671 -0.338 0.011 -0.102
H -2.229 0.037 -0.319 0.051 -0.117 -0.113
H 0.413 -1.271 2.961 -0.045 0.031 -0.391
H 2.012 -0.865 2.376 0.028 0.238 0.264
H 0.836 0.426 2.747 0.143 0.135 -0.305
H 1.281 -0.908 -2.718 -0.156 0.125 -0.022
H -0.452 -1.178 -2.394 0.097 0.029 -0.071
H 0.690 -2.533 -2.483 -0.108 -0.023 0.281
```
Positions in Å, forces in eV/Å.